# 1
{"formula": "C20H17N6O4S3Ti", "method": "wB97M-V/def2-TZVPD", "gap_ev": [6.67, 6.60], "relative_energy_kj_mol": 71.1, "s_squared": 2.01, "homo_energy_ev": [-4.4, -4.8], "charge": -1, "multiplicity": 3, "species": ["Ti", "S", "C", "S", "C", "C", "N", "C", "N", "C", "C", "C", "C", "C", "C", "C", "S", "O", "O", "N", "C", "C", "C", "C", "C", "N", "H", "H", "H", "H", "H", "H", "H", "H", "H", "H", "H", "O", "O", "C", "N", "C", "C", "N", "C", "H", "H", "H", "H", "H", "H"], "positions_angstrom": [[-0.064206, -0.046564, -0.479480], [-1.887126, -0.719912, 1.130301], [-1.622031, 0.226668, 2.544124], [-0.421652, 1.462664, 2.584147], [-2.420738, 0.028696, 3.669251], [-3.477541, -0.922631, 3.673837], [-4.341439, -1.687513, 3.709049], [-2.226661, 0.781448, 4.859799], [-2.072131, 1.392766, 5.826712], [-6.451624, 0.561666, 1.468740], [-5.464291, 0.513436, 0.337223], [-5.413458, -0.592847, -0.509938], [-4.439823, -0.696983, -1.485538], [-3.506337, 0.319808, -1.617868], [-3.551220, 1.443372, -0.809622], [-4.540118, 1.536235, 0.157157], [-2.152668, 0.115471, -2.720183], [-2.638874, -0.225074, -4.036713], [-1.299132, 1.285538, -2.592142], [-1.357515, -1.095621, -2.003186], [-0.240087, -1.582505, -2.639708], [-0.080059, -1.891981, -4.004302], [1.138402, -2.373752, -4.416212], [2.188437, -2.535343, -3.506302], [1.963397, -2.177109, -2.198914], [0.782144, -1.716858, -1.775993], [-7.353362, -0.003951, 1.232287], [-6.735986, 1.587848, 1.703311], [-6.009209, 0.119788, 2.364983], [-6.127006, -1.397295, -0.376541], [-4.379904, -1.572255, -2.119483], [-2.785841, 2.201986, -0.906705], [-4.558760, 2.396371, 0.816026], [-0.905736, -1.740410, -4.682389], [1.287421, -2.624990, -5.459505], [3.153212, -2.909845, -3.816745], [2.737469, -2.243380, -1.442619], [1.106486, 1.453925, -0.573834], [-0.084864, 1.805427, 0.133258], [3.656728, 0.164700, 3.613324], [2.744680, -0.516956, 2.721323], [2.067854, -1.688634, 2.979572], [1.216070, -1.867871, 1.935628], [1.356782, -0.825314, 1.052135], [2.274919, -0.033053, 1.559370], [4.518966, -0.463443, 3.835388], [3.147687, 0.429973, 4.539129], [3.997802, 1.077106, 3.130244], [2.239852, -2.262474, 3.872827], [0.487398, -2.643749, 1.778604], [2.565344, 0.909702, 1.124686]], "forces_ev_per_a": [[0.2, -0.1, 0.5], [0.0, 0.0, -0.1], [0.1, 0.1, 0.0], [0.0, 0.0, -0.1], [0.0, 0.0, 0.0], [0.0, -0.1, 0.0], [0.0, 0.0, 0.0], [0.0, 0.1, 0.0], [0.0, 0.0, 0.0], [0.0, 0.0, 0.0], [0.0, 0.0, 0.0], [0.0, 0.0, 0.0], [0.0, 0.0, 0.0], [0.0, 0.0, 0.0], [0.0, 0.0, 0.0], [0.0, 0.0, 0.0], [0.0, -0.1, 0.0], [0.0, 0.0, 0.0], [-0.1, 0.0, -0.1], [0.0, 0.1, 0.0], [0.1, 0.0, -0.2], [-0.1, -0.1, 0.0], [0.0, 0.0, 0.0], [0.0, 0.0, 0.0], [0.0, -0.1, 0.1], [0.0, 0.2, -0.2], [0.0, 0.0, 0.0], [0.0, 0.0, 0.0], [0.0, 0.0, 0.0], [0.0, 0.0, 0.0], [0.0, 0.0, 0.0], [0.0, 0.0, 0.0], [0.0, 0.0, 0.0], [0.0, 0.0, 0.0], [0.0, 0.0, 0.0], [0.0, 0.0, 0.0], [0.0, 0.0, 0.0], [-0.2, -0.1, 0.0], [0.0, 0.0, -0.1], [0.0, 0.0, 0.0], [0.0, 0.0, 0.0], [0.0, 0.0, 0.0], [0.0, 0.0, 0.0], [-0.1, 0.0, -0.1], [0.0, 0.0, 0.0], [0.0, 0.0, 0.0], [0.0, 0.0, 0.0], [0.0, 0.0, 0.0], [0.0, 0.0, 0.0], [0.0, 0.0, 0.0], [0.0, 0.0, 0.0]]}


# 2
{"formula": "C13H28N4O7Ti", "method": "wB97M-V/def2-TZVPD", "gap_ev": [5.14, 5.10], "relative_energy_kj_mol": 248.4, "s_squared": 1.19, "homo_energy_ev": [-9.9, -9.9], "charge": 1, "multiplicity": 2, "species": ["O", "H", "Ti", "N", "N", "N", "N", "O", "O", "O", "O", "C", "C", "C", "C", "C", "H", "H", "H", "C", "H", "H", "H", "C", "C", "H", "H", "H", "H", "H", "H", "H", "H", "C", "H", "H", "H", "O", "H", "H", "C", "C", "C", "O", "C", "H", "H", "H", "H", "H", "H", "H", "H"], "positions_angstrom": [[-1.040816, -0.875631, -3.746740], [-0.733999, -0.860986, -4.653979], [0.479971, 0.369599, -0.566383], [2.007039, -0.916215, -0.684870], [-0.393277, -1.449864, -0.033733], [1.381922, 1.805813, 0.269902], [-1.072582, 1.134304, 0.592935], [3.224525, -0.460668, -0.677125], [2.716773, 2.071925, -0.105410], [-2.101644, 0.533326, 1.167191], [-1.385758, -1.762907, 0.743472], [0.298804, -2.513866, -0.548196], [1.600037, -2.192990, -0.993725], [0.527256, 2.846254, 0.572481], [-0.818588, 2.438426, 0.877497], [2.499342, -3.116649, -1.695946], [2.188067, -3.226815, -2.735516], [2.432255, -4.095624, -1.225290], [3.521214, -2.758698, -1.660006], [-0.294281, -3.859557, -0.395875], [-1.233685, -3.941573, -0.953074], [-0.500434, -4.083208, 0.658010], [0.389961, -4.620046, -0.781058], [1.000723, 4.226890, 0.765863], [-1.811354, 3.187088, 1.700126], [1.793061, 4.393501, 0.042519], [1.393613, 4.297459, 1.786300], [0.173122, 4.938139, 0.611929], [-2.585150, 2.550444, 2.149463], [-2.302060, 3.947113, 1.091596], [-1.287658, 3.716556, 2.495652], [3.028879, 1.127530, -0.294480], [-1.867846, -0.552649, 1.080482], [-2.781250, -0.789332, -3.164564], [-3.415592, -1.445149, -3.823142], [-2.541494, 0.359376, -3.262094], [-2.846846, -1.089297, -2.117846], [0.265486, 0.926482, -2.286908], [-0.403215, -0.121528, -3.507109], [0.636803, 1.495374, -3.017235], [1.686144, -0.049566, 4.394151], [1.910819, -1.521735, 4.035310], [1.416376, -1.665990, 2.611345], [0.741694, -0.436960, 2.220898], [0.884983, 0.541439, 3.229469], [1.152898, 0.075294, 5.343096], [2.643877, 0.482320, 4.486183], [1.350714, -2.174798, 4.692184], [2.954405, -1.798631, 4.102927], [2.249537, -1.805769, 1.903541], [0.700971, -2.495285, 2.481705], [-0.115948, 0.870152, 3.535178], [1.403505, 1.398087, 2.781699]], "forces_ev_per_a": [[0.3, -0.3, 0.6], [-1.2, -1.1, -1.4], [-2.0, -2.9, 0.3], [-0.4, -1.6, 0.3], [1.7, -2.3, -1.1], [0.2, 5.1, 1.2], [0.8, 2.7, 1.3], [-0.2, -0.5, -0.6], [-1.6, 0.2, 0.9], [0.0, 0.5, -0.3], [-1.4, 0.6, 0.2], [-1.8, 2.0, 1.0], [1.8, 2.3, 0.0], [3.1, -2.6, -0.7], [-2.2, -3.8, 0.2], [0.1, -0.6, 0.1], [0.1, 0.0, -0.1], [0.3, -0.2, -0.1], [0.1, 0.0, 0.0], [0.4, -0.7, -0.3], [0.0, 0.1, 0.2], [0.0, 0.2, -0.2], [-0.2, 0.0, 0.1], [-0.4, 0.1, -0.4], [0.2, 0.7, 0.1], [0.2, 0.3, 0.1], [0.0, 0.2, -0.1], [0.4, -0.2, 0.2], [0.5, 0.0, -0.4], [-0.1, 0.1, 0.0], [0.0, 0.1, 0.1], [0.3, -0.1, -0.1], [0.2, -0.3, -0.4], [1.8, 2.9, -1.0], [1.1, 1.2, 0.1], [-2.1, -2.4, 0.0], [1.0, -0.3, -0.1], [0.0, 1.2, -3.7], [-0.9, 0.0, 2.4], [-0.4, -0.7, 1.7], [0.3, 0.5, 0.2], [-0.3, 0.1, 0.1], [-0.1, 0.0, -1.1], [0.3, -0.6, 0.1], [-0.1, 0.5, 0.1], [0.1, -0.1, -0.2], [-0.3, -0.2, 0.0], [-0.1, -0.1, 0.2], [0.2, 0.0, 0.1], [-0.2, 0.0, 0.2], [0.2, 0.3, 0.0], [0.1, -0.1, 0.0], [0.0, 0.0, 0.2]]}